{"formula": "C4H9N", "method": "ωB97M-V/def2-TZVPD", "lumo_energy_ev": [-6.883, -6.883], "de_lowest_kcal_mol": 164.5, "homo_lumo_gap_ev": [8.7, 8.9], "total_charge": 1, "spin_multiplicity": 2, "s_squared": 0.7543, "species": ["N", "C", "C", "C", "C", "H", "H", "H", "H", "H", "H", "H", "H", "H"], "coordinates": [[-0.164, -0.916, 0.844], [-0.327, -0.391, -1.435], [-1.144, -0.513, -0.146], [1.028, -0.008, -1.030], [0.980, 0.038, 0.527], [0.555, -1.184, -1.221], [-0.107, 1.106, 2.776], [-1.476, 0.533, -0.117], [-2.049, -1.120, -0.353], [-0.772, -0.635, -2.368], [1.981, -0.162, 1.045], [-0.499, 1.227, 2.255], [0.672, 1.105, 0.635], [1.323, 0.921, -1.411]], "forces_ev_per_a": [[0.7, 1.8, -0.1], [1.1, 1.0, 2.4], [-0.1, -1.2, -1.6], [-5.4, 1.0, 2.7], [0.2, -1.4, -0.9], [1.9, -2.2, -0.6], [2.1, -0.6, 3.0], [-0.1, 0.3, 0.7], [0.7, -0.1, 0.9], [0.1, 0.7, -1.1], [-1.7, 0.1, -0.6], [-2.3, 0.8, -2.6], [0.2, -0.5, 0.4], [2.6, 0.2, -2.5]], "mulliken_charge": [-0.295, -0.203, -0.221, -0.364, -0.455, 0.277, 0.211, 0.272, 0.400, 0.462, 0.302, -0.166, 0.335, 0.445]}